18
Properties=species:S:1:pos:R:3:lowdin_charge:R:1 method="wB97M-V/def2-TZVPD" e_homo_ha=-0.3347 total_energy_ha=-762.070724 molar_mass_g_mol=143.211
C -1.755 1.723 0.240 -0.14
C -0.984 0.789 -0.589 -0.16
C -1.938 1.542 1.551 0.03
C 1.641 -1.480 0.131 -0.22
C 0.359 -1.114 -0.778 -0.22
C 2.887 -0.585 0.047 -0.36
N -0.544 -0.264 -0.009 0.01
O 4.408 1.348 0.638 -0.60
S 3.385 0.476 1.251 0.93
H -2.285 2.515 -0.234 0.08
H -0.752 0.881 -1.585 0.08
H -1.427 0.757 1.972 0.02
H -2.609 2.223 2.100 0.07
H 1.345 -1.319 1.221 0.11
H 2.054 -2.468 -0.171 0.11
H 0.671 -0.720 -1.762 0.10
H -0.390 -1.925 -1.011 0.13
H 3.248 -0.366 -0.868 0.02

19
Properties=species:S:1:pos:R:3:lowdin_charge:R:1 method="wB97M-V/def2-TZVPD" e_homo_ha=-0.3222 total_energy_ha=-1160.284021 molar_mass_g_mol=175.278
C 0.010 -2.402 -0.325 -0.26
C 1.609 -0.411 -0.782 -0.30
C 1.611 0.926 -0.787 -0.14
C 1.348 1.875 0.374 -0.16
C 0.041 2.711 0.125 -0.17
C -1.765 0.943 -0.377 -0.68
H -0.052 -3.211 0.403 0.04
H 0.421 -2.722 -1.304 0.06
H -0.826 -1.700 -0.514 -0.08
H 1.763 -0.936 -1.631 0.04
H 1.989 1.374 -1.743 0.12
H 1.029 1.232 1.203 0.08
H 2.168 2.534 0.678 0.12
H -0.025 3.117 -0.878 0.11
H -0.089 3.495 0.898 0.12
N -1.184 1.898 0.095 0.06
O 0.639 -1.002 1.962 -0.56
S 1.311 -1.495 0.618 0.91
S -2.582 -0.399 -0.796 0.68

| no. | orbital gap (hartree) | LUMO level (hartree) |
| --- | --- | --- |
| 1 | 0.323 | -0.012 |
| 2 | 0.345 | 0.023 |